1.
{"formula": "C34H77Cl4N3O21", "method": "ωB97M-V with the def2-TZVPD basis set", "species": ["N", "H", "H", "H", "H", "C", "C", "N", "C", "C", "N", "C", "C", "H", "H", "H", "H", "H", "H", "H", "H", "H", "H", "H", "C", "C", "C", "O", "C", "C", "C", "O", "O", "O", "H", "H", "C", "C", "C", "O", "C", "H", "H", "H", "H", "H", "H", "H", "H", "C", "C", "O", "O", "H", "H", "H", "H", "H", "H", "C", "C", "O", "O", "H", "H", "H", "H", "H", "H", "C", "C", "O", "O", "H", "H", "H", "H", "H", "H", "C", "C", "O", "O", "H", "H", "H", "H", "H", "H", "C", "C", "O", "O", "H", "H", "H", "H", "H", "H", "C", "C", "O", "O", "H", "H", "H", "H", "H", "H", "C", "C", "O", "O", "H", "H", "H", "H", "H", "H", "C", "C", "O", "O", "H", "H", "H", "H", "H", "H", "C", "Cl", "Cl", "H", "H", "C", "Cl", "Cl", "H", "H"], "coordinates": [[21.91730, 5.67270, 25.04029], [22.60388, 5.38259, 24.35871], [21.49948, 4.77976, 25.25981], [21.27210, 6.30074, 24.58271], [22.35423, 6.17081, 25.80257], [21.58191, 13.30926, 22.46152], [22.36963, 12.66469, 23.54745], [23.11577, 11.44558, 23.17043], [24.48836, 11.47057, 22.96680], [24.93306, 10.17146, 22.70509], [23.82921, 9.34685, 22.65317], [22.70424, 10.15426, 22.86087], [23.85375, 7.95951, 22.29731], [20.83380, 12.57581, 22.16073], [22.22227, 13.40107, 21.58424], [21.02007, 14.20692, 22.71966], [21.66342, 12.36216, 24.32065], [23.06503, 13.38602, 23.97664], [25.16584, 12.31126, 22.99254], [25.93204, 9.77837, 22.58714], [21.70334, 9.75747, 22.94546], [23.33699, 7.33259, 23.02397], [24.89674, 7.64288, 22.29396], [23.43567, 7.87812, 21.29398], [22.93413, 11.19649, 26.80249], [24.25781, 11.53828, 26.99130], [25.29167, 10.45221, 26.79555], [26.55231, 10.69148, 26.84293], [24.99897, 9.17505, 26.44502], [23.62632, 8.72426, 26.43182], [22.49696, 9.84431, 26.51516], [21.30531, 9.57291, 26.43866], [23.27418, 7.56741, 26.30934], [24.46565, 12.77890, 27.32930], [22.16432, 11.94790, 26.89830], [25.83076, 8.48649, 26.46539], [21.60531, 17.08408, 19.22319], [22.52293, 15.95733, 19.69751], [22.15163, 14.78038, 18.75301], [21.00015, 15.23070, 17.98674], [21.14867, 16.64040, 17.83493], [21.95894, 18.10807, 19.34350], [20.74679, 17.10930, 19.89432], [22.25876, 15.83697, 20.74814], [23.53574, 16.31572, 19.51345], [21.93345, 13.99934, 19.48134], [22.91053, 14.38859, 18.07575], [20.20055, 17.10297, 17.56071], [21.84914, 16.99397, 17.07834], [24.70174, 15.90607, 24.87116], [26.06163, 15.26553, 24.86984], [25.87411, 13.82617, 24.88944], [24.20112, 15.76642, 26.20159], [24.03484, 15.54978, 24.08605], [24.79696, 16.96977, 24.65304], [26.63175, 15.63298, 25.72310], [26.66383, 15.51684, 23.99674], [25.56596, 13.52578, 25.74758], [24.28516, 14.83041, 26.39762], [18.57622, 5.48719, 22.57904], [18.86269, 6.65366, 23.51604], [20.16576, 7.13661, 23.34380], [19.48892, 4.38067, 22.82559], [18.69238, 5.71682, 21.51985], [17.52565, 5.24113, 22.73348], [18.73559, 6.38707, 24.56527], [18.17411, 7.48590, 23.36998], [20.19047, 7.64483, 22.52973], [20.33505, 4.72095, 22.52579], [29.68172, 11.12592, 22.90922], [29.26818, 10.80088, 24.39750], [27.95863, 10.32622, 24.31631], [30.02074, 9.94179, 22.22479], [30.58151, 11.73869, 22.85468], [28.85936, 11.73197, 22.52905], [29.28571, 11.66553, 25.06096], [29.86211, 10.02481, 24.88028], [27.60522, 10.27168, 25.20722], [29.22695, 9.63380, 21.78135], [18.62110, 12.02435, 25.67171], [18.45018, 10.67647, 24.81504], [19.71393, 10.27195, 24.25312], [19.31494, 11.53128, 26.85981], [17.65368, 12.47649, 25.89027], [19.20104, 12.75193, 25.10391], [17.91735, 10.78815, 23.87073], [17.97226, 9.87025, 25.37155], [20.28568, 9.93117, 24.94490], [20.10595, 11.06211, 26.58452], [28.20843, 7.21984, 22.41946], [27.61017, 7.51093, 21.08627], [27.73139, 8.91618, 20.85030], [27.40620, 7.79376, 23.41932], [29.25270, 7.51274, 22.52817], [28.24870, 6.13962, 22.55945], [26.60740, 7.09868, 20.97401], [28.24964, 6.94902, 20.40551], [27.37821, 9.12209, 19.98170], [27.69686, 8.68352, 23.63249], [19.85615, 9.55569, 20.41379], [18.40215, 9.35094, 20.76183], [17.82552, 8.10833, 20.31305], [20.63243, 8.45337, 20.88717], [20.27856, 10.44889, 20.87408], [19.97711, 9.56781, 19.33059], [17.90230, 10.11517, 20.16669], [18.18045, 9.43781, 21.82551], [16.88223, 8.14737, 20.48703], [20.44886, 7.70377, 20.31621], [22.71649, 3.53587, 22.42393], [24.17065, 3.84953, 22.89754], [24.24740, 4.85038, 23.92412], [22.04362, 4.74001, 22.13323], [22.09496, 3.00723, 23.14666], [22.72277, 2.91076, 21.53102], [24.77948, 4.38632, 22.17001], [24.76473, 2.99377, 23.21823], [25.16252, 4.94860, 24.19709], [22.41398, 5.02377, 21.29424], [18.99860, 13.65953, 19.78232], [17.99938, 13.48407, 18.63725], [17.79977, 12.17934, 18.18052], [18.41838, 13.05957, 20.93388], [19.09910, 14.72146, 20.00661], [19.97521, 13.27587, 19.48713], [18.27366, 14.06627, 17.75753], [17.05241, 13.94249, 18.92220], [17.13132, 12.22739, 17.49316], [18.11620, 12.20015, 20.63109], [21.58057, 17.72478, 24.86244], [22.63073, 19.17079, 24.57415], [21.00324, 17.10565, 23.28444], [22.16080, 17.03149, 25.47137], [20.74377, 18.03643, 25.48753], [23.74580, 9.48360, 18.30898], [22.23994, 9.67254, 17.42801], [23.97854, 10.89237, 19.39232], [23.79753, 8.50567, 18.78762], [24.62063, 9.57282, 17.66493]], "s2": 0.79, "homo_energy_ev": [-11.351, -10.289], "charge": 1, "multiplicity": 2, "gap_ev": [8.301, 5.186]}


2.
{"formula": "C34H79BrN6O2", "method": "ωB97M-V with the def2-TZVPD basis set", "species": ["C", "C", "N", "C", "C", "N", "C", "C", "H", "H", "H", "H", "H", "H", "H", "H", "H", "H", "H", "C", "C", "C", "C", "N", "C", "C", "C", "C", "C", "H", "H", "H", "H", "H", "H", "H", "H", "H", "H", "H", "H", "H", "H", "H", "H", "H", "H", "H", "H", "C", "C", "C", "C", "N", "C", "C", "C", "C", "C", "H", "H", "H", "H", "H", "H", "H", "H", "H", "H", "H", "H", "H", "H", "H", "H", "H", "H", "H", "H", "C", "N", "C", "C", "C", "C", "O", "H", "H", "H", "H", "H", "H", "H", "H", "H", "H", "H", "H", "H", "H", "C", "N", "C", "C", "C", "C", "O", "H", "H", "H", "H", "H", "H", "H", "H", "H", "H", "H", "H", "H", "H", "Br"], "coordinates": [[-3.22907, 20.69103, -11.02347], [-4.70893, 20.67320, -11.17470], [-5.14117, 20.44846, -12.51047], [-5.14222, 21.37719, -13.52656], [-5.67544, 20.79498, -14.68239], [-5.84449, 19.44450, -14.39678], [-5.52169, 19.25426, -13.04701], [-6.48676, 18.52492, -15.33618], [-2.99280, 20.49665, -9.97730], [-2.69929, 21.59388, -11.32727], [-2.82208, 19.89822, -11.65110], [-5.07546, 21.63383, -10.81281], [-5.20255, 19.91250, -10.56990], [-4.70510, 22.34709, -13.34052], [-5.99595, 21.15811, -15.64770], [-5.72855, 18.35274, -12.48945], [-5.83401, 18.36055, -16.19352], [-7.52842, 18.75483, -15.56023], [-6.43421, 17.53224, -14.88907], [-7.68784, 10.97821, -12.30001], [-7.67114, 10.93368, -10.77635], [-6.56371, 11.59818, -10.03095], [-6.76561, 11.45844, -8.49415], [-5.58052, 12.00987, -7.66614], [-5.92171, 12.21393, -6.14887], [-5.04835, 13.30716, -5.62459], [-4.57232, 14.13806, -6.84913], [-5.17695, 13.46791, -8.07938], [-4.38500, 11.04892, -7.75566], [-7.89585, 12.00281, -12.60825], [-8.45988, 10.35402, -12.74995], [-6.77103, 10.60602, -12.75723], [-7.80683, 9.90861, -10.43148], [-8.55379, 11.49901, -10.47732], [-6.60104, 12.63842, -10.35439], [-5.56026, 11.26740, -10.29885], [-6.78410, 10.40119, -8.22960], [-7.69975, 11.95698, -8.23540], [-5.86117, 11.26276, -5.61998], [-6.96994, 12.51239, -6.13375], [-4.07241, 12.99230, -5.25510], [-5.58268, 13.80280, -4.81407], [-3.48979, 14.13665, -6.97649], [-4.87135, 15.18564, -6.81385], [-4.44129, 13.27787, -8.86091], [-6.10285, 13.93014, -8.42164], [-3.66262, 11.46105, -7.05109], [-3.90075, 10.95506, -8.72766], [-4.78528, 10.08406, -7.44435], [-6.81833, 14.74202, -15.67248], [-7.66237, 14.37356, -16.87998], [-7.90687, 12.84029, -16.91404], [-9.12838, 12.35803, -16.10177], [-9.15534, 10.79003, -15.83150], [-8.01726, 10.32041, -14.84224], [-8.68511, 9.16794, -14.02634], [-10.07831, 9.60323, -13.74060], [-10.49043, 10.39204, -15.06512], [-9.16004, 9.98798, -17.14216], [-5.94296, 14.09351, -15.70767], [-7.45487, 14.68719, -14.78935], [-6.62804, 15.81409, -15.72301], [-7.04880, 14.69060, -17.72325], [-8.51769, 15.03961, -16.99357], [-7.07222, 12.19840, -16.63218], [-8.17968, 12.55374, -17.92969], [-10.05079, 12.41020, -16.68017], [-9.36210, 12.72404, -15.10201], [-7.16925, 9.98961, -15.44188], [-7.79138, 11.09504, -14.10943], [-8.51229, 8.14459, -14.35946], [-8.16137, 9.05088, -13.07761], [-10.73351, 8.78645, -13.43777], [-10.06508, 10.34477, -12.94182], [-11.17650, 9.80118, -15.67201], [-11.06050, 11.28825, -14.82031], [-10.00695, 10.25707, -17.77339], [-9.26403, 8.93772, -16.86968], [-8.22285, 10.20585, -17.65432], [-6.65847, 13.66711, -10.98091], [-6.67710, 14.76971, -12.13747], [-6.83077, 14.11010, -13.49779], [-8.01209, 15.63489, -11.83484], [-5.45849, 15.72110, -11.97034], [-5.03863, 16.59279, -13.08693], [-6.09518, 17.47815, -13.52916], [-6.75706, 14.21078, -10.04133], [-5.78672, 13.01410, -11.02235], [-7.52944, 13.04325, -11.18169], [-6.85413, 14.86169, -14.28689], [-7.71553, 13.48543, -13.37499], [-5.99734, 13.40776, -13.51237], [-7.82426, 16.15258, -10.89419], [-8.85372, 14.94871, -11.74042], [-8.03283, 16.31248, -12.68838], [-4.56314, 15.14379, -11.73977], [-5.65028, 16.37462, -11.11933], [-4.58915, 16.10771, -13.95339], [-4.30648, 17.28693, -12.67434], [-6.58600, 17.17732, -14.29740], [-10.20943, 19.24991, -12.31844], [-8.88093, 19.12531, -13.19877], [-9.31757, 18.86760, -14.71362], [-8.08344, 20.42885, -13.20674], [-7.95813, 17.96007, -12.81196], [-7.42931, 17.97786, -11.37283], [-6.35438, 18.87287, -11.27736], [-10.91927, 19.89074, -12.84148], [-9.98666, 19.70800, -11.35479], [-10.55034, 18.21640, -12.25741], [-10.09362, 18.10303, -14.74906], [-8.45475, 18.71802, -15.36269], [-9.96493, 19.68507, -15.03110], [-7.76738, 20.72751, -12.20723], [-8.78892, 21.20325, -13.50793], [-7.23257, 20.28499, -13.87263], [-7.15730, 17.86883, -13.54575], [-8.66040, 17.13999, -12.96160], [-7.22383, 16.97284, -11.00427], [-8.25681, 18.35004, -10.76882], [-6.30866, 19.05614, -10.33613], [-7.87639, 16.65518, -14.83864]], "relative_energy_kj_mol": 4501.78, "homo_energy_ev": -16.399, "charge": 4, "gap_ev": 7.389}


| no. | electronic energy (Ha) |
| --- | --- |
| 1 | -4926.30217 |
| 2 | -4392.96351 |